Density functional theory data (wB97M-V/def2-TZVPD) for a structure of composition C41H35CoN14OS.

Its multiplicity is 2. The highest occupied orbital energy (spin up / spin down) comes out at -10.321 / -10.323 eV. The energy relative to the best compared isomer or geometry (same formula, charge and spin) is 7.09 kcal/mol. Its net charge is +1. The largest force on an atom is 1.0 eV/A. The calculation puts the calculated total energy at -114452.13215 eV. As for the frontier orbital gap (spin up / spin down): 7.63 / 7.62 eV.

XYZ file:
```
93
Properties=species:S:1:pos:R:3:forces:R:3:mulliken_charge:R:1
Co -0.111 -0.084 -0.451 0.5118 -0.8563 0.0749 -0.292
C -4.003 -3.330 -2.954 -0.0702 0.0825 -0.0411 -1.352
N -2.840 -2.502 -2.664 0.0791 -0.0120 -0.0503 0.838
C -2.513 -1.860 -1.541 -0.0567 0.0952 0.0122 -0.492
N -1.304 -1.344 -1.655 0.0387 -0.0414 -0.2520 0.016
C -0.931 -1.713 -2.910 -0.0022 -0.0651 -0.0082 -0.683
N -1.827 -2.424 -3.548 -0.0288 -0.0120 -0.0223 -1.006
C -3.751 -4.779 -2.621 0.0334 -0.0340 0.0579 1.014
C -3.799 -5.771 -3.588 0.0011 -0.0229 -0.0024 -0.761
C -3.553 -7.096 -3.243 -0.0032 0.0191 0.0062 -0.689
C -3.248 -7.437 -1.937 -0.0061 -0.0180 -0.0389 -1.007
C -3.195 -6.441 -0.965 0.0302 -0.0682 0.0544 -0.197
C -3.451 -5.123 -1.310 -0.0346 0.0049 -0.0495 0.149
C -2.873 -6.766 0.424 -0.0704 0.2128 -0.1639 0.722
N -2.640 -7.898 0.979 0.0540 -0.0277 0.2229 -0.490
N -2.394 -7.628 2.330 -0.0253 -0.1059 -0.2226 -0.494
C -2.502 -6.357 2.466 -0.0203 0.2515 0.0948 0.722
O -2.802 -5.728 1.299 0.0221 -0.2235 0.0391 -0.184
C -2.343 -5.519 3.653 0.0191 -0.1312 -0.0105 -0.233
C -2.025 -6.087 4.885 -0.0006 0.0346 0.0441 -0.950
C -1.865 -5.267 5.988 -0.0085 0.0242 -0.0292 -0.745
C -2.006 -3.888 5.868 -0.0050 -0.0238 0.0078 -0.778
C -2.326 -3.324 4.643 0.0184 -0.0586 0.0381 0.793
C -2.459 -1.832 4.476 -0.0159 0.0965 -0.0281 -1.103
N -1.582 -1.351 3.413 0.0233 0.0364 -0.0226 0.704
C -1.884 -0.946 2.179 0.0229 -0.1113 -0.0494 -0.552
N -0.771 -0.719 1.497 -0.1376 0.0720 -0.0755 0.542
C 0.209 -1.009 2.402 0.0405 0.1012 0.0677 -0.701
N -0.244 -1.398 3.567 0.0116 0.0132 0.0444 -1.044
C -2.498 -4.146 3.540 -0.0083 0.0434 -0.0115 0.082
H -4.230 -3.194 -4.009 -0.0004 -0.0314 0.0153 0.453
H -4.836 -2.929 -2.373 0.0121 -0.0207 0.0025 0.300
H -3.179 -1.765 -0.701 0.0094 0.0209 0.0463 0.603
H 0.012 -1.444 -3.355 0.0214 0.0027 -0.0033 0.660
H -4.025 -5.514 -4.615 -0.0011 0.0130 -0.0108 0.408
H -3.594 -7.864 -4.002 0.0005 -0.0054 -0.0124 0.414
H -3.050 -8.464 -1.663 0.0028 -0.0034 0.0239 0.543
H -3.420 -4.358 -0.545 0.0105 0.0061 0.0129 0.519
H -1.906 -7.159 4.965 -0.0023 -0.0158 -0.0220 0.551
H -1.616 -5.700 6.947 0.0030 -0.0037 0.0096 0.408
H -1.856 -3.254 6.732 0.0014 0.0104 0.0036 0.407
H -2.193 -1.307 5.392 0.0001 -0.0217 -0.0062 0.476
H -3.474 -1.545 4.197 0.0071 -0.0217 0.0191 0.251
H -2.894 -0.821 1.824 -0.0176 0.0067 -0.0172 0.493
H 1.261 -0.899 2.176 0.0134 -0.0359 -0.0016 0.492
H -2.746 -3.718 2.576 0.0049 0.0064 -0.0081 0.616
C 1.755 -4.104 -0.309 -0.0110 0.0428 0.0325 -1.131
C 1.005 -2.975 0.042 0.0320 0.0068 -0.0308 -0.260
N 1.185 -1.791 -0.509 -0.2351 0.1106 0.1367 1.273
C 2.123 -1.680 -1.473 -0.0192 -0.0001 -0.0641 -0.326
C 2.935 -2.740 -1.884 0.0175 -0.0242 0.0109 1.018
C 2.726 -3.986 -1.269 0.0122 -0.0044 -0.0027 -1.067
C 3.933 -2.512 -2.892 -0.0190 0.0166 0.0353 -0.933
C 4.105 -1.287 -3.429 -0.0188 0.0116 0.0179 -0.897
C 3.279 -0.182 -3.027 0.0393 0.0365 -0.0150 0.900
C 3.439 1.124 -3.519 0.0433 -0.0230 -0.0050 -0.923
C 2.619 2.117 -3.053 -0.0456 -0.0082 0.0799 -1.255
C 1.611 1.794 -2.135 0.0722 -0.0307 -0.0875 -0.267
N 1.415 0.573 -1.676 -0.2385 0.2838 -0.3684 1.176
C 2.266 -0.393 -2.089 0.0767 -0.0205 0.2580 -0.178
H 1.562 -5.045 0.186 -0.0001 -0.0101 -0.0001 0.601
H 0.232 -3.044 0.797 -0.0113 -0.0269 0.0006 0.368
H 3.331 -4.836 -1.558 0.0023 -0.0096 0.0018 0.463
H 4.556 -3.342 -3.197 0.0111 -0.0141 -0.0083 0.444
H 4.874 -1.112 -4.170 0.0079 0.0026 -0.0145 0.445
H 4.216 1.333 -4.243 0.0001 0.0062 -0.0104 0.462
H 2.720 3.139 -3.390 0.0152 0.0039 -0.0031 0.484
H 0.926 2.559 -1.795 -0.0508 -0.0115 -0.0150 0.476
C 0.492 4.101 3.265 -0.0118 0.0085 0.0278 -1.188
C 1.625 3.182 3.014 0.1086 0.1174 0.1212 0.880
N 2.739 3.161 3.670 -0.1009 0.0335 -0.0111 -0.847
N 3.460 2.164 3.080 -0.0342 -0.0346 -0.0650 0.199
C 2.829 1.547 2.067 0.1047 -0.1376 -0.0556 0.104
S 3.391 0.297 1.115 -0.0327 0.1253 0.0931 -0.401
N 1.629 2.216 2.030 -0.0092 -0.1657 -0.0790 -0.402
N 0.603 1.920 1.130 0.2832 0.1820 0.0742 -0.054
H 0.764 4.761 4.084 -0.0125 0.0152 -0.0085 0.376
H -0.411 3.555 3.544 -0.0022 -0.0174 -0.0017 0.271
H 0.265 4.701 2.383 0.0050 0.0008 -0.0123 0.278
H 4.387 1.938 3.398 -0.0176 0.0174 0.0066 0.191
H 0.558 2.642 0.417 -0.0142 -0.0175 0.0117 0.434
H -0.286 1.928 1.619 0.0367 -0.0594 -0.0030 0.163
C -3.374 3.214 -1.466 -0.0367 0.0114 0.0625 -0.707
C -3.264 2.707 -0.181 0.0145 0.0175 -0.0788 -1.004
C -2.281 1.765 0.108 0.0495 -0.0088 0.0121 0.372
C -1.365 1.291 -0.846 -0.4688 0.4124 0.2966 0.944
C -1.526 1.817 -2.135 -0.0311 -0.0853 -0.0043 -0.021
C -2.503 2.756 -2.443 0.0083 0.0166 -0.0563 -0.869
H -4.132 3.948 -1.706 -0.0109 0.0028 -0.0025 0.399
H -3.944 3.039 0.594 -0.0028 0.0019 0.0153 0.468
H -2.246 1.379 1.123 -0.0053 0.0574 0.0021 0.180
H -0.891 1.468 -2.943 0.0115 -0.0099 -0.0165 0.489
H -2.590 3.128 -3.456 0.0109 -0.0044 -0.0151 0.447
```
Positions in Å, forces in eV/Å.